Entry from the Open Molecules 2025 dataset: a molecular structure, C34H46F2N4OS4Sc (ωB97M-V/def2-TZVPD).

As for the highest occupied orbital energy: -3.2215 eV. The net charge is -1. The calculation puts the total energy at -113493.9386 eV. The LUMO energy comes out at 2.094 eV. The HOMO-LUMO gap is 5.316 eV. The molar mass comes out at 737.99 g/mol. The energy above the lowest of the compared OMol25 structures with the same formula, charge and spin comes out at 0.576 eV.

Structure (XYZ):
```
92
Properties=species:S:1:pos:R:3:lowdin_charge:R:1
Sc -0.632 -0.090 0.173 0.69
C -4.374 3.178 1.284 -0.16
C -3.501 2.117 0.627 -0.79
S -1.771 2.236 0.966 0.57
C -4.018 1.170 -0.169 -0.78
C -5.499 1.086 -0.459 -0.15
S -3.040 -0.072 -0.958 0.60
H -3.758 3.866 1.861 0.04
H -5.102 2.734 1.972 0.06
H -4.937 3.767 0.551 0.07
H -6.091 1.767 0.155 0.05
H -5.858 0.067 -0.287 0.06
H -5.702 1.315 -1.513 0.06
C 4.892 -0.730 1.216 -0.03
N 4.214 0.536 1.006 -0.13
C 4.021 1.495 1.992 -0.06
C 3.170 2.402 1.507 -0.06
N 2.819 1.968 0.226 0.00
C 3.487 0.821 -0.106 -0.73
S 3.508 0.008 -1.582 0.65
C 1.852 2.637 -0.586 -0.27
C 2.037 3.981 -0.857 0.00
C 1.076 4.619 -1.617 -0.06
C -0.020 3.895 -2.048 -0.05
C -0.116 2.567 -1.675 -0.20
N 0.816 1.926 -0.985 0.11
H 5.850 -0.555 1.704 0.09
H 5.050 -1.189 0.246 0.05
H 4.273 -1.383 1.830 0.08
H 4.493 1.425 2.958 0.13
H 2.716 3.269 1.959 0.13
H 2.926 4.488 -0.506 0.12
H 1.185 5.669 -1.863 0.11
H -0.825 4.350 -2.609 0.11
H -0.968 1.973 -1.979 0.07
C -1.653 0.210 -4.085 -0.28
S -0.395 -0.851 -3.417 0.88
C 0.996 -0.153 -4.254 -0.26
O -0.210 -0.482 -1.976 -0.67
H -1.924 -0.186 -5.067 0.06
H -1.277 1.233 -4.160 0.05
H -2.489 0.156 -3.378 -0.03
H 0.831 -0.277 -5.328 0.06
H 1.882 -0.692 -3.925 0.02
H 1.079 0.898 -3.969 0.06
F 1.976 -0.215 2.040 -0.13
C 0.699 0.442 1.975 -0.36
F 0.011 -0.082 3.075 -0.09
H 0.926 1.461 2.286 0.05
C -4.466 -0.270 3.210 -0.04
C -3.724 -1.507 2.766 -0.26
C -4.190 -2.794 3.066 -0.04
C -3.496 -3.896 2.594 -0.29
C -3.970 -5.296 2.911 -0.07
C -2.339 -3.731 1.824 -0.01
C -1.836 -2.459 1.506 -0.27
C -2.582 -1.375 2.015 -0.07
N -0.720 -2.145 0.734 -0.04
C 0.284 -3.153 0.400 -0.44
C 1.482 -2.421 -0.231 -0.14
C 2.616 -3.376 -0.617 -0.29
C 2.093 -4.402 -1.629 -0.12
C 0.914 -5.164 -1.010 -0.28
C 1.390 -5.886 0.260 -0.12
C 1.948 -4.867 1.264 -0.28
C 3.119 -4.111 0.627 -0.12
C 0.847 -3.870 1.649 -0.07
C -0.204 -4.174 -0.647 -0.07
H -5.011 -0.446 4.141 0.07
H -5.188 0.038 2.448 0.07
H -3.781 0.568 3.354 0.08
H -5.088 -2.924 3.665 0.10
H -4.973 -5.283 3.343 0.06
H -3.305 -5.790 3.626 0.07
H -3.999 -5.918 2.012 0.07
H -1.850 -4.629 1.472 0.08
H -2.255 -0.360 1.840 0.03
H 1.851 -1.676 0.478 0.09
H 1.154 -1.892 -1.127 0.07
H 3.425 -2.790 -1.061 0.09
H 2.892 -5.099 -1.910 0.11
H 1.765 -3.891 -2.543 0.11
H 0.531 -5.898 -1.726 0.13
H 2.164 -6.620 0.003 0.11
H 0.556 -6.436 0.711 0.12
H 2.292 -5.389 2.162 0.13
H 3.924 -4.807 0.359 0.12
H 3.528 -3.392 1.347 0.10
H 1.242 -3.096 2.316 0.13
H 0.065 -4.388 2.199 0.10
H -1.082 -4.719 -0.294 0.10
H -0.522 -3.613 -1.534 0.12
```

Entry from the Open Molecules 2025 dataset: a molecular structure, C34H47AsClGe2N2NaO4S2 (ωB97M-V/def2-TZVPD).

As for the highest occupied orbital energy: -1.5339 eV. The net charge is -2. The calculation puts the total energy at -259674.4342 eV. The LUMO energy comes out at 3.780 eV. The HOMO-LUMO gap is 5.314 eV. The molar mass comes out at 890.48 g/mol. The energy above the lowest of the compared OMol25 structures with the same formula, charge and spin comes out at 0.231 eV.

Structure (XYZ):
```
94
Properties=species:S:1:pos:R:3:lowdin_charge:R:1
Na -0.976 -0.085 -0.993 -0.04
C 2.021 4.085 1.342 -0.16
C 0.903 3.218 0.790 -0.75
S 1.015 1.480 1.149 0.62
C -0.103 3.733 0.037 -0.86
C -0.081 5.235 -0.209 -0.15
S -1.409 2.866 -0.714 0.51
H 2.870 3.464 1.628 0.05
H 1.716 4.651 2.232 0.06
H 2.370 4.817 0.605 0.06
H 0.667 5.493 -0.969 0.07
H 0.163 5.793 0.701 0.06
H -1.054 5.556 -0.574 0.04
O -3.506 -0.720 -6.676 0.10
C -2.589 0.171 -6.940 -0.54
O -2.473 0.671 -8.044 0.02
C -1.643 0.546 -5.836 -0.05
C -0.654 1.495 -5.965 -0.58
Cl -0.301 2.500 -7.299 0.78
N 0.024 1.573 -4.792 -0.06
N -0.509 0.741 -3.882 0.15
C -1.503 0.114 -4.474 -0.11
C -2.228 -0.932 -3.635 -0.58
O -3.272 -1.434 -4.127 -0.01
O -1.723 -1.213 -2.536 -0.10
C 1.214 2.285 -4.424 -0.18
C 2.235 2.510 -5.338 -0.06
C 3.402 3.133 -4.915 -0.10
C 3.557 3.514 -3.591 -0.10
C 2.533 3.273 -2.685 -0.06
C 1.357 2.662 -3.094 0.00
H -3.424 -1.103 -5.702 0.09
H 2.137 2.187 -6.363 0.07
H 4.198 3.305 -5.630 0.09
H 4.477 3.985 -3.265 0.09
H 2.630 3.557 -1.644 0.10
H 0.544 2.497 -2.392 0.04
C -3.158 1.646 2.567 -0.19
C -1.902 2.484 2.816 -0.35
Ge -0.242 1.450 3.017 0.68
C 0.807 2.468 4.355 -0.38
C 2.209 1.902 4.596 -0.20
C -0.549 -0.240 3.940 -0.25
C -1.005 -1.406 3.460 -0.38
Ge -1.167 -1.580 1.427 0.93
C -1.911 -3.450 1.136 -0.43
C -3.370 -3.413 0.651 -0.22
C 0.828 -2.046 1.243 -0.42
C 1.294 -3.374 1.845 -0.18
C -1.311 -2.494 4.419 -0.25
C -0.378 -2.913 5.374 -0.06
C -0.674 -3.925 6.278 -0.11
C -1.917 -4.545 6.255 -0.13
C -2.855 -4.140 5.314 -0.10
C -2.552 -3.138 4.403 -0.05
H -4.055 2.272 2.561 0.06
H -3.285 0.872 3.329 0.05
H -3.091 1.144 1.602 0.03
H -1.993 3.061 3.745 0.05
H -1.754 3.188 1.996 0.01
H 0.217 2.447 5.279 0.05
H 0.861 3.512 4.035 0.04
H 2.163 0.846 4.882 0.05
H 2.744 2.437 5.388 0.05
H 2.807 1.959 3.684 0.04
H -0.388 -0.130 5.021 0.05
H -1.824 -4.083 2.025 0.03
H -1.291 -3.916 0.360 0.03
H -4.028 -2.965 1.404 0.04
H -3.765 -4.411 0.423 0.05
H -3.461 -2.805 -0.252 0.05
H 1.394 -1.222 1.687 0.01
H 1.071 -2.024 0.179 -0.04
H 1.142 -3.385 2.928 0.05
H 2.360 -3.570 1.661 0.05
H 0.734 -4.221 1.438 0.05
H 0.598 -2.440 5.385 0.11
H 0.071 -4.231 7.004 0.09
H -2.149 -5.337 6.956 0.08
H -3.826 -4.621 5.278 0.09
H -3.287 -2.832 3.667 0.10
C 0.910 -3.305 -2.337 -0.30
As 1.486 -1.427 -2.390 1.11
C 3.324 -1.722 -1.738 -0.33
C 1.982 -1.438 -4.295 -0.32
H 1.616 -3.940 -2.876 0.02
H -0.078 -3.369 -2.794 0.02
H 0.830 -3.645 -1.303 0.01
H 3.782 -2.592 -2.214 0.01
H 3.314 -1.861 -0.657 0.01
H 3.917 -0.834 -1.964 0.01
H 2.608 -2.307 -4.507 0.01
H 2.532 -0.530 -4.545 0.01
H 1.085 -1.484 -4.915 0.01
```

Entry from the Open Molecules 2025 dataset: a molecular structure, C34H47BrN3OSb2V (ωB97M-V/def2-TZVPD).

As for the highest occupied orbital energy (spin up / spin down): -3.1566 / -5.4350 eV. The net charge is -1. The calculation puts the total energy at -151342.4979 eV. The LUMO energy (spin up / spin down) comes out at 2.540 / 2.538 eV. Its spin multiplicity is 4. As for the expectation value of S²: 3.7962. The HOMO-LUMO gap (spin up / spin down) is 5.696 / 7.973 eV. The molar mass comes out at 888.14 g/mol. The energy above the lowest of the compared OMol25 structures with the same formula, charge and spin comes out at 0.435 eV.

Structure (XYZ):
```
89
Properties=species:S:1:pos:R:3:lowdin_charge:R:1
V -1.197 -0.521 0.562 0.61
C 3.556 -0.577 -2.769 -0.34
Sb 2.642 1.080 -1.749 1.35
C 4.557 1.864 -1.066 -0.34
C 2.697 2.377 -3.515 -0.34
C 1.691 2.004 -4.557 -0.29
C 2.104 1.199 -5.620 -0.07
C 1.232 0.785 -6.613 -0.10
C -0.088 1.204 -6.568 -0.10
C -0.512 2.009 -5.524 -0.07
C 0.342 2.400 -4.492 -0.29
C -0.194 3.195 -3.348 -0.32
Sb -1.039 1.954 -1.720 1.35
C -2.612 1.213 -2.994 -0.32
C -2.272 3.581 -1.000 -0.31
H 4.381 -0.227 -3.390 0.00
H 2.808 -1.082 -3.378 -0.01
H 3.926 -1.281 -2.024 -0.01
H 5.236 1.999 -1.908 0.00
H 5.002 1.163 -0.359 -0.02
H 4.415 2.821 -0.564 0.00
H 3.706 2.283 -3.918 0.05
H 2.560 3.395 -3.148 0.05
H 3.145 0.897 -5.665 0.10
H 1.583 0.150 -7.416 0.09
H -0.788 0.902 -7.337 0.10
H -1.541 2.345 -5.506 0.10
H -1.021 3.839 -3.648 0.06
H 0.578 3.816 -2.894 0.04
H -2.945 2.017 -3.649 0.00
H -3.442 0.875 -2.378 -0.02
H -2.245 0.375 -3.585 0.01
H -2.829 4.017 -1.829 0.00
H -1.655 4.344 -0.525 0.00
H -2.966 3.192 -0.255 0.00
C -3.618 1.281 2.596 -0.03
C -2.260 1.823 2.249 -0.39
O -1.428 1.057 1.584 -0.27
C -1.854 3.117 2.658 -0.19
C -2.603 3.899 3.574 -0.05
C -2.136 5.123 4.009 -0.12
C -0.923 5.637 3.551 -0.13
C -0.186 4.897 2.623 -0.11
C -0.635 3.672 2.180 -0.06
H -3.745 0.303 2.134 0.06
H -4.417 1.945 2.253 0.08
H -3.734 1.163 3.680 0.08
H -3.546 3.526 3.953 0.09
H -2.721 5.693 4.721 0.09
H -0.565 6.596 3.902 0.08
H 0.749 5.292 2.242 0.09
H -0.072 3.113 1.444 0.08
C -3.047 -0.933 -0.327 -0.23
H -2.972 -1.333 -1.343 -0.01
H -3.625 0.002 -0.387 -0.02
H -3.641 -1.637 0.265 -0.01
N 0.597 -1.679 -1.740 0.01
C -0.110 -1.307 -0.898 -0.40
Br -2.158 -5.519 4.952 0.65
C -1.848 -4.104 3.701 -0.70
C -1.872 -2.794 4.138 -0.15
C -1.633 -1.779 3.216 -0.13
C -1.371 -2.028 1.862 -0.25
C -1.370 -3.377 1.479 -0.11
C -1.599 -4.413 2.376 -0.15
H -2.077 -2.568 5.177 0.09
H -1.645 -0.757 3.584 0.09
H -1.179 -3.633 0.441 0.09
H -1.597 -5.444 2.045 0.09
C 2.313 -1.405 1.226 -0.16
C 3.766 -1.123 1.693 -0.15
N 3.769 -0.151 2.791 -0.16
C 2.932 -0.670 3.875 -0.15
C 1.468 -0.853 3.388 -0.15
N 1.382 -0.543 1.962 -0.15
C 1.760 0.860 1.758 -0.18
C 3.189 1.107 2.313 -0.15
H 2.024 -2.441 1.413 0.12
H 2.183 -1.216 0.161 0.04
H 4.375 -0.714 0.883 0.10
H 4.253 -2.033 2.050 0.11
H 2.991 0.029 4.713 0.11
H 3.362 -1.620 4.203 0.11
H 0.785 -0.189 3.922 0.12
H 1.117 -1.876 3.535 0.11
H 1.022 1.483 2.261 0.09
H 1.709 1.066 0.687 0.00
H 3.172 1.807 3.152 0.11
H 3.850 1.520 1.546 0.08
```